{"formula": "C39H67CdF2N3O24", "method": "ωB97M-V with the def2-TZVPD basis set", "species": ["Cd", "C", "O", "O", "O", "C", "C", "C", "C", "N", "H", "H", "H", "H", "H", "H", "H", "C", "C", "C", "C", "N", "H", "H", "H", "H", "H", "H", "H", "C", "C", "C", "C", "N", "H", "H", "H", "H", "H", "H", "H", "C", "C", "O", "C", "O", "O", "C", "H", "H", "H", "H", "H", "H", "H", "H", "C", "C", "O", "C", "O", "O", "C", "H", "H", "H", "H", "H", "H", "H", "H", "C", "C", "O", "C", "O", "O", "C", "H", "H", "H", "H", "H", "H", "H", "H", "C", "C", "O", "C", "O", "O", "C", "H", "H", "H", "H", "H", "H", "H", "H", "C", "C", "O", "C", "O", "O", "C", "H", "H", "H", "H", "H", "H", "H", "H", "C", "C", "O", "C", "O", "O", "F", "H", "H", "H", "C", "C", "O", "C", "O", "O", "F", "H", "H", "H"], "positions_angstrom": [[0.66484, -2.32805, -0.25254], [0.84193, 1.02634, 0.29216], [1.29187, 2.14281, 0.72513], [-0.52495, -0.98828, 1.56092], [1.11870, 0.22795, -0.46857], [-3.46002, 2.49550, -5.26903], [-4.38613, 1.73370, -4.30100], [-3.76581, 1.54693, -2.90667], [-2.64897, 0.58607, -2.97850], [-1.78765, -0.17136, -3.12020], [-3.94039, 2.81862, -6.19160], [-2.57573, 1.89213, -5.55150], [-3.05874, 3.36812, -4.72953], [-4.78055, 0.75568, -4.64576], [-5.31850, 2.27595, -4.11031], [-4.49050, 1.11877, -2.21914], [-3.47941, 2.50711, -2.50258], [-2.83385, 1.63561, 5.90109], [-2.93519, 0.90157, 4.56198], [-2.00159, 1.38729, 3.48480], [-2.18062, 2.77200, 3.10575], [-2.17178, 3.85515, 2.74140], [-1.77595, 1.64388, 6.25696], [-3.46674, 1.14489, 6.62424], [-3.19445, 2.66523, 5.79708], [-3.98246, 0.96890, 4.24320], [-2.70077, -0.14345, 4.62874], [-1.95208, 0.70559, 2.62797], [-0.95138, 1.29775, 3.90508], [3.27522, 5.09124, 5.21976], [2.39606, 3.87776, 4.93931], [1.75790, 3.99713, 3.54069], [2.67775, 4.16930, 2.40484], [3.47958, 4.22845, 1.58357], [2.66560, 6.00873, 5.23017], [4.01726, 5.22194, 4.44617], [3.75796, 4.98907, 6.18444], [1.58694, 3.88467, 5.65230], [2.98091, 2.96752, 5.02454], [1.06729, 4.83573, 3.57240], [1.08140, 3.16721, 3.28231], [-2.91305, -4.06306, -5.34206], [-2.15411, -4.33588, -4.05064], [-2.83849, -3.53627, -3.07362], [-2.38847, -3.03086, -1.93937], [-1.26373, -3.11812, -1.50168], [-3.33923, -2.37466, -1.30945], [-3.02771, -1.54475, -0.13346], [-3.96537, -4.13784, -5.24383], [-2.50598, -4.65998, -6.12846], [-2.67020, -3.01466, -5.49686], [-1.14098, -3.95744, -4.03423], [-2.14799, -5.39196, -3.74603], [-2.35073, -2.01663, 0.55294], [-4.00400, -1.48372, 0.31337], [-2.62774, -0.53166, -0.38436], [2.49886, -3.87032, 3.88066], [2.89450, -2.43341, 3.54694], [4.03496, -2.40918, 2.57998], [3.68104, -2.64599, 1.33907], [2.51652, -2.73624, 0.99862], [4.68005, -2.80365, 0.50531], [6.08142, -3.05457, 0.89428], [1.97905, -3.81130, 4.85470], [3.40557, -4.45324, 3.96491], [1.83416, -4.33130, 3.18302], [3.29086, -1.92982, 4.43320], [2.09084, -1.82941, 3.17323], [6.62730, -2.61418, 0.08538], [6.16643, -4.14643, 1.01779], [6.38699, -2.44548, 1.75146], [3.19716, -6.01805, -4.16486], [2.56171, -5.05984, -3.19649], [2.35892, -3.84289, -3.88855], [1.77492, -2.82204, -3.25199], [1.42187, -2.94306, -2.11919], [1.71434, -1.79633, -4.02366], [1.47740, -0.48414, -3.56745], [3.41753, -6.98039, -3.68411], [4.13990, -5.49083, -4.46341], [2.54664, -6.06976, -5.00861], [3.23608, -4.89834, -2.35380], [1.65459, -5.45428, -2.74019], [1.34767, -0.40257, -2.52151], [0.62453, -0.07837, -4.10565], [2.35164, 0.17724, -3.78113], [-4.26780, 3.45159, 0.35708], [-3.91386, 4.94080, 0.04217], [-3.18696, 4.94971, -1.19973], [-2.60917, 6.11618, -1.57691], [-2.76582, 7.26275, -1.14868], [-1.91683, 5.85702, -2.71008], [-1.44883, 7.10304, -3.29934], [-3.29770, 2.92291, 0.37190], [-4.83435, 3.04489, -0.45310], [-4.80891, 3.36145, 1.29879], [-3.28628, 5.46295, 0.78185], [-4.87857, 5.49156, -0.01815], [-0.39717, 7.17512, -3.15335], [-2.01927, 7.89555, -2.80303], [-1.73478, 7.11516, -4.35239], [-2.64100, -6.84885, 3.84732], [-1.13321, -6.63739, 3.77022], [-0.72214, -6.02646, 2.55544], [-0.86290, -4.69656, 2.42122], [-0.67559, -4.15071, 1.36275], [-1.32681, -4.11185, 3.56928], [-1.41784, -2.65620, 3.73566], [-2.87455, -7.58270, 3.07257], [-3.15424, -6.00349, 3.36816], [-3.01844, -7.09200, 4.81845], [-0.59368, -7.61538, 3.78568], [-0.68885, -6.13589, 4.62922], [-2.03097, -2.46650, 4.63589], [-1.88850, -2.26178, 2.83404], [-0.40113, -2.22380, 3.82436], [0.49094, 3.98305, -1.52244], [-0.00541, 2.76085, -2.26891], [0.71142, 2.81138, -3.49591], [1.10691, 4.13452, -3.68546], [1.59618, 4.52306, -4.71971], [0.98371, 4.84386, -2.57736], [-1.34686, 2.76990, -2.44659], [1.36327, 3.68321, -0.89653], [-0.25593, 4.42591, -0.89207], [0.29492, 1.82741, -1.84555], [5.28916, 1.71220, -0.29666], [4.38428, 1.59545, -1.50000], [4.64605, 0.34092, -1.96923], [5.61557, -0.28977, -1.23868], [5.99073, -1.38494, -1.47841], [6.05754, 0.51782, -0.29391], [4.78179, 2.60263, -2.40684], [4.76706, 1.78637, 0.67681], [6.04052, 2.52267, -0.34145], [3.33162, 1.78691, -1.27863]], "homo_ev": -6.37, "max_force_ev_per_a": 8.61, "e_lumo_ev": 0.259}